(1)
Formula: C3H12N6O3Sn
Source: OMol25
Level of theory: the ωB97M-V functional and the def2-TZVPD basis

- Kohn-Sham gap: 2.50 eV
- Total charge: +2
- ΔE to the lowest compared entry with this formula, charge and spin: 925.4 kJ/mol

Atoms and positions in Å:
Sn: -0.477 2.618 2.679
C: 3.863 -1.634 4.179
O: 3.236 -0.652 4.153
N: 4.482 -2.134 5.176
N: 4.191 -2.257 3.091
H: 4.978 -3.010 5.091
H: 4.226 -1.716 6.059
H: 4.079 -1.844 2.176
H: 4.715 -3.119 3.140
C: -0.872 -1.982 -1.619
O: -0.930 -0.933 -0.961
N: -1.875 -2.706 -2.030
N: 0.227 -2.529 -1.950
H: -2.776 -2.321 -1.785
H: -1.692 -3.457 -2.680
H: 1.165 -2.224 -1.737
H: 0.146 -3.245 -2.658
C: -2.862 4.274 -2.243
O: -1.891 4.545 -1.528
N: -3.999 4.833 -2.260
N: -2.826 3.421 -3.197
H: -4.752 4.645 -2.906
H: -4.131 5.512 -1.523
H: -3.677 3.429 -3.740
H: -2.550 2.487 -2.930

---

(2)
Formula: C3H12NO
Source: OMol25
Level of theory: the ωB97M-V functional and the def2-TZVPD basis

- Kohn-Sham gap: 11.56 eV
- Total charge: +1
- ΔE to the lowest compared entry with this formula, charge and spin: 119.2 kJ/mol

Atoms and positions in Å:
C: 2.213 0.658 -1.122
O: 1.708 0.958 0.176
H: 3.072 1.255 -1.392
H: 1.449 0.787 -1.908
H: 2.442 -0.403 -1.134
H: 1.592 1.902 0.312
C: -1.442 -1.440 -0.616
N: -0.800 -0.426 0.308
C: -1.707 0.159 1.327
H: -0.745 -2.250 -0.749
H: -1.623 -0.965 -1.572
H: -2.403 -1.699 -0.192
H: -0.013 -0.883 0.773
H: -0.296 0.310 -0.198
H: -2.328 -0.622 1.752
H: -1.132 0.702 2.064
H: -2.377 0.862 0.835

---

(3)
Formula: C3H12NO
Source: OMol25
Level of theory: the ωB97M-V functional and the def2-TZVPD basis

- Kohn-Sham gap: 12.35 eV
- Total charge: +1
- ΔE to the lowest compared entry with this formula, charge and spin: 39.6 kJ/mol

Atoms and positions in Å:
C: 0.108 0.389 0.090
C: -1.377 0.636 0.041
C: -1.671 2.074 -0.387
N: 0.442 -1.008 0.602
H: 0.649 1.107 0.687
H: 0.523 0.453 -0.913
H: -1.920 -0.068 -0.597
H: -1.843 0.475 1.020
H: -0.921 2.529 -1.032
H: -1.784 2.715 0.490
H: -2.625 2.185 -0.895
H: -0.382 -1.581 0.412
H: 0.553 -1.002 1.608
H: 1.246 -1.376 0.084
H: 3.641 -2.590 0.022
H: 2.619 -2.656 -1.060
O: 2.743 -2.282 -0.173

---

(4)
Formula: C3H12NO
Source: OMol25
Level of theory: the ωB97M-V functional and the def2-TZVPD basis

- Kohn-Sham gap: 13.33 eV
- Total charge: +1
- ΔE to the lowest compared entry with this formula, charge and spin: 5.0 kJ/mol

Atoms and positions in Å:
C: -1.660 -0.934 0.154
C: -0.607 0.009 -0.468
C: -1.252 1.111 -1.296
N: 0.256 0.585 0.640
H: -1.188 -1.862 0.473
H: -2.130 -0.410 0.986
H: -2.403 -1.167 -0.604
H: 0.080 -0.560 -1.091
H: -2.144 1.552 -0.851
H: -1.576 0.660 -2.233
H: -0.526 1.893 -1.533
H: -0.263 0.676 1.511
H: 1.131 0.026 0.783
H: 0.514 1.528 0.348
H: 3.306 -0.544 0.019
H: 3.077 -1.172 1.442
O: 2.652 -0.722 0.703

---

(5)
Formula: C3H12NO2
Source: OMol25
Level of theory: the ωB97M-V functional and the def2-TZVPD basis

- <S²>: 0.7505
- 2S+1: 2
- Kohn-Sham gap (alpha / beta): 3.57 / 10.94 eV
- ΔE to the lowest compared entry with this formula, charge and spin: 348.0 kJ/mol

Atoms and positions in Å:
C: -1.214 0.652 0.034
C: -1.300 -0.521 -0.817
C: -0.007 -1.348 -0.911
O: 1.126 -0.543 -0.499
N: -0.051 1.506 -0.243
H: -1.008 0.389 1.052
H: -2.097 1.177 0.304
H: -2.131 -1.270 -0.322
H: -1.500 -0.187 -1.815
H: -0.291 -2.210 -0.186
H: 0.318 -1.650 -1.899
H: 1.919 -0.934 -0.420
H: 0.642 1.524 0.585
H: -0.457 2.516 -0.371
H: 0.439 1.362 -1.094
H: 0.790 -0.795 2.142
H: 1.413 0.336 2.785
O: 1.055 0.107 1.887

---

(6)
Formula: C3H12NO2
Source: OMol25
Level of theory: the ωB97M-V functional and the def2-TZVPD basis

- Kohn-Sham gap: 10.77 eV
- Total charge: +1
- ΔE to the lowest compared entry with this formula, charge and spin: 159.0 kJ/mol

Atoms and positions in Å:
C: 1.665 0.761 -1.914
C: 0.434 0.554 -1.114
C: -0.825 0.722 -1.479
N: 0.708 0.239 0.359
H: 1.399 0.924 -2.950
H: 2.335 -0.088 -1.909
H: 2.203 1.638 -1.545
H: -1.634 0.205 -0.989
H: -1.054 1.486 -2.214
H: 0.805 -0.785 0.382
H: 1.564 0.728 0.599
H: -0.148 0.412 0.885
H: -2.847 -1.325 1.651
H: -2.988 -0.373 0.476
O: -2.321 -0.839 1.003
H: 0.848 -1.154 3.288
H: -0.522 -1.504 2.904
O: 0.378 -1.601 2.567

---

(7)
Formula: C3H12NO2
Source: OMol25
Level of theory: the ωB97M-V functional and the def2-TZVPD basis

- Kohn-Sham gap: 11.84 eV
- Total charge: +1
- ΔE to the lowest compared entry with this formula, charge and spin: 55.0 kJ/mol

Atoms and positions in Å:
C: -1.206 -0.867 1.001
O: -1.835 0.086 1.866
C: -0.385 -0.248 -0.120
C: 0.217 -1.297 -1.055
N: 0.552 0.621 0.637
H: -2.077 -1.424 0.681
H: -0.487 -1.508 1.531
H: -2.637 -0.296 2.230
H: -1.049 0.478 -0.586
H: 0.422 -0.858 -2.019
H: 1.124 -1.713 -0.596
H: -0.416 -2.182 -1.073
H: 1.240 0.082 1.182
H: -0.060 1.134 1.310
H: 1.055 1.320 0.053
H: 1.889 1.672 -2.217
H: 1.748 2.967 -1.500
O: 1.905 2.034 -1.325

---

(8)
Formula: C3H12NO2S
Source: OMol25
Level of theory: the ωB97M-V functional and the def2-TZVPD basis

- <S²>: 0.7506
- 2S+1: 2
- Kohn-Sham gap (alpha / beta): 2.15 / 6.59 eV
- Total charge: -2
- ΔE to the lowest compared entry with this formula, charge and spin: 0.0 kJ/mol

Atoms and positions in Å:
C: 0.178 -0.071 -2.955
C: 0.442 0.793 -1.716
C: -0.880 1.493 -1.297
S: -2.241 0.378 -0.600
N: 0.949 -0.105 -0.673
H: -0.599 -0.783 -2.663
H: 1.074 -0.553 -3.347
H: -0.284 0.478 -3.772
H: 1.095 1.644 -1.934
H: -0.614 2.298 -0.601
H: -1.424 1.937 -2.127
H: 0.525 0.010 0.221
H: 0.794 -1.033 -0.995
H: -1.254 0.901 2.073
H: -2.787 0.811 2.224
O: -1.939 0.924 2.714
H: 5.571 -3.360 3.536
H: 4.687 -2.129 4.116
O: 4.682 -3.065 3.841

---

Please write out number 5 again, unchanged.
Formula: C3H12NO2
Source: OMol25
Level of theory: the ωB97M-V functional and the def2-TZVPD basis

- <S²>: 0.7505
- 2S+1: 2
- Kohn-Sham gap (alpha / beta): 3.57 / 10.94 eV
- ΔE to the lowest compared entry with this formula, charge and spin: 348.0 kJ/mol

Atoms and positions in Å:
C: -1.214 0.652 0.034
C: -1.300 -0.521 -0.817
C: -0.007 -1.348 -0.911
O: 1.126 -0.543 -0.499
N: -0.051 1.506 -0.243
H: -1.008 0.389 1.052
H: -2.097 1.177 0.304
H: -2.131 -1.270 -0.322
H: -1.500 -0.187 -1.815
H: -0.291 -2.210 -0.186
H: 0.318 -1.650 -1.899
H: 1.919 -0.934 -0.420
H: 0.642 1.524 0.585
H: -0.457 2.516 -0.371
H: 0.439 1.362 -1.094
H: 0.790 -0.795 2.142
H: 1.413 0.336 2.785
O: 1.055 0.107 1.887

---

Q: ΔE to the lowest compared entry with this formula, charge and spin of number 6 (C3H12NO2)?
A: 159.0 kJ/mol